# 1
Density functional theory data (the ωB97M-V functional and the def2-TZVPD basis) for 2 unconnected molecules or ions with the total composition C23H35ClFO8P.

- charge = 0
- electronic energy (hartree) = -2400.7674
- multiplicity = 1
- LUMO (Eh) = 0.0137
- SMILES string = CCCOC[C@]1(CCCc2ccccc2)C(=O)O[C@](C[C@@H](C)O)(P(O)Cl)[C@H]1F.COC(=O)OC
- molecular weight (g mol⁻¹) = 524.95

Last column: natural (NBO) charge in e.
Positions of all 69 atoms, in Å:
C1 -5.79 3.87 1.09  -0.615
C2 -5.25 2.49 0.68  -0.434
C3 -3.97 2.13 1.42  -0.060
O1 -2.85 2.85 0.96  -0.549
C4 -2.36 2.45 -0.30  -0.056
C5 -0.83 2.30 -0.30  -0.220
C6 -0.06 3.45 0.34  -0.389
C7 -0.20 3.56 1.87  -0.388
C8 1.15 3.42 2.62  -0.446
C9 0.97 2.79 3.97  0.093
C10 0.94 3.55 5.13  -0.250
C11 0.71 2.96 6.36  -0.203
C12 0.52 1.59 6.46  -0.229
C13 0.56 0.82 5.31  -0.193
C14 0.79 1.41 4.08  -0.259
C15 -0.49 2.14 -1.78  0.811
O2 -0.04 2.93 -2.56  -0.531
O3 -0.84 0.87 -2.15  -0.518
C16 -0.64 -0.02 -1.04  -0.059
C17 0.66 -0.80 -1.33  -0.475
C18 0.78 -1.54 -2.68  0.089
C19 1.65 -2.79 -2.56  -0.634
O4 -0.49 -1.85 -3.24  -0.712
P1 -2.22 -0.97 -0.54  1.110
O5 -1.59 -2.46 -0.36  -0.981
Cl1 -3.36 -1.10 -2.25  -0.300
C20 -0.39 0.92 0.20  0.182
F1 0.95 0.93 0.56  -0.366
H1 -6.61 3.79 1.79  0.208
H2 -6.15 4.42 0.23  0.211
H3 -4.99 4.46 1.53  0.211
H4 -5.07 2.48 -0.39  0.204
H5 -5.99 1.71 0.87  0.210
H6 -4.08 2.38 2.47  0.191
H7 -3.78 1.05 1.36  0.175
H8 -2.85 1.53 -0.61  0.185
H9 -2.60 3.22 -1.04  0.195
H10 -0.43 4.36 -0.13  0.226
H11 0.98 3.39 0.05  0.224
H12 -0.85 2.77 2.23  0.211
H13 -0.66 4.50 2.15  0.215
H14 1.56 4.42 2.77  0.206
H15 1.85 2.83 2.02  0.215
H16 1.08 4.62 5.07  0.207
H17 0.68 3.57 7.25  0.211
H18 0.34 1.12 7.41  0.212
H19 0.42 -0.25 5.37  0.208
H20 0.83 0.80 3.18  0.209
H21 0.91 -1.47 -0.50  0.210
H22 1.44 -0.05 -1.31  0.250
H23 1.25 -0.86 -3.40  0.189
H24 1.48 -3.29 -1.61  0.191
H25 1.41 -3.49 -3.36  0.225
H26 2.70 -2.53 -2.65  0.235
H27 -0.73 -2.75 -3.03  0.462
H28 -0.72 -2.57 -0.76  0.491
H29 -0.97 0.64 1.08  0.197
C21 2.12 -7.01 -4.62  -0.255
O6 3.52 -7.30 -4.63  -0.491
C22 4.27 -6.40 -4.00  0.980
O7 3.87 -5.41 -3.45  -0.653
O8 5.55 -6.77 -4.09  -0.490
C23 6.47 -5.89 -3.45  -0.256
H30 1.65 -7.82 -5.17  0.199
H31 1.75 -6.98 -3.60  0.191
H32 1.92 -6.06 -5.12  0.191
H33 6.26 -5.82 -2.38  0.193
H34 6.43 -4.90 -3.90  0.193
H35 7.45 -6.32 -3.60  0.198


# 2
Density functional theory data (the ωB97M-V functional and the def2-TZVPD basis) for 2 unconnected molecules or ions with the total composition C20H36N3O6S.

- charge = +1
- electronic energy (hartree) = -1797.1153
- multiplicity = 1
- energy above the lowest of the compared OMol25 structures with the same formula, charge and spin (eV) = 0.000
- LUMO (Eh) = -0.1027
- molecular weight (g mol⁻¹) = 446.59

Last column: natural (NBO) charge in e.
Positions of all 66 atoms, in Å:
C1 4.22 -1.81 -1.24  -0.379
C2 3.77 -1.05 -2.30  -0.286
C3 4.75 -0.15 -2.98  0.758
O1 4.92 -0.34 -4.15  -0.498
O2 5.46 0.75 -2.24  -0.541
C4 4.86 2.06 -2.25  -0.067
C5 3.70 2.17 -1.25  -0.437
C6 2.53 3.04 -1.76  -0.400
C7 1.45 2.19 -2.45  -0.391
C8 0.39 1.68 -1.43  -0.415
C9 -0.82 2.62 -1.40  -0.384
C10 -2.20 1.93 -1.24  -0.320
C11 -2.35 1.52 0.17  0.363
N1 -2.62 1.19 1.24  -0.399
C12 -2.43 0.78 -2.23  -0.559
C13 -2.37 1.36 -3.57  0.244
N2 -2.33 1.82 -4.63  -0.221
S1 -4.08 -0.02 -2.07  2.163
C14 -3.74 -1.75 -1.86  -0.874
O3 -4.82 0.54 -0.98  -0.915
O4 -4.76 0.10 -3.33  -0.908
H1 4.32 -2.89 -1.31  0.218
H2 4.53 -1.32 -0.32  0.206
H3 2.75 -1.11 -2.67  0.209
H4 5.65 2.75 -1.97  0.211
H5 4.53 2.29 -3.27  0.184
H6 3.32 1.18 -0.99  0.200
H7 4.10 2.60 -0.34  0.213
H8 2.11 3.56 -0.90  0.200
H9 2.93 3.76 -2.48  0.218
H10 0.99 2.75 -3.26  0.218
H11 1.96 1.34 -2.92  0.201
H12 0.15 0.66 -1.74  0.194
H13 0.91 1.66 -0.47  0.205
H14 -0.86 3.28 -2.26  0.240
H15 -0.72 3.28 -0.53  0.230
H16 -2.96 2.68 -1.46  0.290
H17 -1.67 -0.01 -2.20  0.277
H18 -2.98 -2.01 -2.60  0.251
H19 -3.33 -1.94 -0.87  0.225
H20 -4.64 -2.32 -2.08  0.285
C15 0.85 -1.78 0.18  -0.258
O5 -0.57 -1.66 0.21  -0.566
C16 -1.26 -2.51 1.12  -0.083
C17 -1.92 -1.65 2.18  -0.268
N3 -0.90 -0.89 2.97  -0.503
C18 -0.07 -1.65 3.96  -0.244
C19 -0.90 -2.01 5.17  -0.086
O6 -1.31 -0.82 5.81  -0.544
C20 -2.71 -0.51 5.75  -0.261
H21 1.17 -1.87 -0.86  0.211
H22 1.30 -0.87 0.59  0.172
H23 1.22 -2.64 0.74  0.184
H24 -0.61 -3.28 1.53  0.188
H25 -2.06 -3.02 0.57  0.211
H26 -2.53 -2.24 2.87  0.226
H27 -2.54 -0.89 1.73  0.275
H28 -1.36 -0.13 3.47  0.455
H29 -0.30 -0.43 2.28  0.442
H30 0.73 -0.97 4.25  0.238
H31 0.36 -2.52 3.46  0.223
H32 -0.26 -2.56 5.86  0.223
H33 -1.75 -2.66 4.93  0.185
H34 -3.30 -1.33 5.36  0.175
H35 -2.86 0.38 5.13  0.177
H36 -3.05 -0.28 6.76  0.218


# 3
Density functional theory data (the ωB97M-V functional and the def2-TZVPD basis) for 2 unconnected molecules or ions with the total composition C5H11O2.

- charge = -1
- electronic energy (hartree) = -347.6217
- multiplicity = 1
- energy above the lowest of the compared OMol25 structures with the same formula, charge and spin (eV) = 0.761
- LUMO (Eh) = 0.1565
- molecular weight (g mol⁻¹) = 103.14

Last column: natural (NBO) charge in e.
Positions of all 18 atoms, in Å:
C1 -1.50 -1.46 1.39  -0.609
C2 -0.38 -2.14 0.62  -0.613
H1 -1.39 -0.42 1.71  0.254
H2 -2.43 -1.47 0.82  0.207
H3 -1.69 -2.03 2.29  0.158
H4 -0.16 -3.10 1.11  0.172
H5 0.65 -1.78 0.74  0.211
H6 -0.63 -2.35 -0.42  0.207
C3 0.83 0.43 -1.32  -0.545
C4 2.15 1.20 -1.28  -0.644
C5 -0.18 0.83 -0.13  0.789
O1 0.36 1.26 0.91  -0.788
O2 -1.35 0.48 -0.38  -0.794
H7 0.26 0.53 -2.25  0.193
H8 0.95 -0.64 -1.13  0.198
H9 2.10 2.09 -1.92  0.185
H10 3.03 0.59 -1.38  0.179
H11 2.24 1.57 -0.25  0.241


# 4
Density functional theory data (the ωB97M-V functional and the def2-TZVPD basis) for a molecular structure, C22H36N3O6RhS2.

- charge = 0
- electronic energy (hartree) = -2382.3307
- multiplicity = 1
- energy above the lowest of the compared OMol25 structures with the same formula, charge and spin (eV) = 0.606
- LUMO (Eh) = -0.0573
- molecular weight (g mol⁻¹) = 605.59

Last column: natural (NBO) charge in e.
Positions of all 70 atoms, in Å:
Rh1 -1.02 0.57 0.08  0.914
C1 -3.77 3.75 -0.52  -0.675
C2 -2.64 2.83 -0.22  0.260
N1 -2.71 1.55 -0.33  -0.117
O1 -3.90 1.02 -0.79  -0.528
C3 -1.33 3.33 0.15  0.024
C4 -1.02 4.77 0.34  -0.659
N2 -0.39 2.41 0.22  0.171
O2 0.81 2.61 0.40  -0.431
H1 -4.69 3.21 -0.68  0.258
H2 -3.53 4.33 -1.41  0.250
H3 -3.90 4.45 0.30  0.242
H4 -3.68 0.12 -1.06  0.497
H5 -1.17 5.34 -0.58  0.231
H6 0.02 4.88 0.64  0.259
H7 -1.65 5.21 1.11  0.227
C5 5.78 -1.00 1.23  -0.601
C6 4.59 -0.62 0.35  -0.411
C7 3.30 -0.67 1.15  -0.594
S1 1.88 -0.37 0.09  1.264
O3 0.72 -0.15 1.08  -0.953
C8 1.66 -2.03 -0.61  -0.593
C9 0.84 -2.99 0.24  -0.425
C10 -0.65 -2.95 -0.10  -0.569
H8 6.71 -0.96 0.65  0.221
H9 5.68 -2.02 1.61  0.212
H10 5.88 -0.33 2.08  0.210
H11 4.54 -1.29 -0.50  0.203
H12 4.73 0.39 -0.05  0.215
H13 3.25 0.13 1.89  0.247
H14 3.15 -1.62 1.67  0.236
H15 2.67 -2.39 -0.80  0.236
H16 1.18 -1.85 -1.58  0.249
H17 0.98 -2.79 1.30  0.231
H18 1.20 -4.00 0.07  0.234
H19 -1.04 -1.92 -0.10  0.144
H20 -1.22 -3.52 0.61  0.265
H21 -0.83 -3.35 -1.10  0.210
N3 -1.63 0.70 2.19  -0.807
C11 -1.76 -0.57 2.86  0.172
C12 -2.93 -1.30 2.65  -0.294
C13 -3.01 -2.60 3.11  -0.173
C14 -1.93 -3.18 3.76  -0.293
C15 -0.81 -2.41 4.05  -0.189
C16 -0.72 -1.10 3.60  -0.259
S2 -1.90 -4.95 4.07  2.422
O4 -1.01 -5.10 5.21  -1.009
O5 -1.35 -5.44 2.81  -1.021
O6 -3.29 -5.29 4.30  -1.006
H22 -0.92 1.29 2.62  0.405
H23 -2.52 1.19 2.22  0.394
H24 -3.75 -0.86 2.10  0.203
H25 -3.89 -3.21 2.94  0.250
H26 0.01 -2.87 4.59  0.250
H27 0.18 -0.51 3.77  0.211
C17 -0.24 1.06 -5.29  -0.584
C18 0.63 1.41 -4.08  -0.181
C19 0.80 2.93 -3.98  -0.586
C20 2.01 0.74 -4.22  -0.587
C21 -0.02 0.94 -2.84  0.048
C22 -0.59 0.49 -1.87  -0.416
H28 0.22 1.45 -6.20  0.207
H29 -1.24 1.50 -5.19  0.213
H30 -0.35 -0.02 -5.39  0.215
H31 1.32 3.31 -4.86  0.209
H32 1.39 3.19 -3.09  0.216
H33 -0.17 3.42 -3.91  0.208
H34 2.52 1.11 -5.11  0.209
H35 1.90 -0.34 -4.31  0.211
H36 2.63 0.96 -3.35  0.211


Number 1: E_HOMO -9.00 eV. Number 2: E_HOMO -11.06 eV. Number 3: E_HOMO -3.75 eV. Number 4: E_HOMO -7.58 eV.